[1]
A 9-piece molecular cluster, C39H71N12 overall in a non-equilibrium geometry, computed with wB97M-V/def2-TZVPD.

Output
total charge	+1
gap between HOMO and LUMO	7.144	eV
calculated total energy	-59465.009	eV
energy above the lowest of the compared OMol25 structures with the same formula, charge and spin	0.00	kJ/mol

Geometry as XYZ:
```
122
Properties=species:S:1:pos:R:3:forces:R:3:lowdin_charge:R:1
C 2.1078 -4.0665 -2.0996 -0.385 0.088 -0.740 -0.210
C 3.1177 -1.6071 1.0973 -0.433 -1.076 -0.508 -0.187
C 4.4895 -0.1767 2.5886 0.187 -0.095 0.412 -0.258
C -4.6984 0.7431 -0.4493 -0.778 -1.580 0.527 -0.046
H -4.3857 0.3068 6.7387 0.013 0.042 0.024 0.072
C -6.9906 1.3302 6.8344 0.170 0.595 -0.420 -0.177
H -2.1221 -0.2232 -0.2692 0.393 -0.423 0.140 0.118
H -5.4944 6.6230 -6.1883 0.000 0.141 -0.117 0.112
H -4.2010 -0.7108 -5.5627 -0.004 0.095 -0.051 0.114
H 9.1947 0.4045 5.8750 -0.090 -0.061 0.031 0.067
H 4.7507 -0.7919 4.6422 -0.128 0.067 -0.041 0.055
H 3.6105 -6.2414 -3.0229 0.005 0.041 -0.062 0.079
C -3.0355 0.2792 -4.0582 0.080 -0.083 0.122 -0.114
C 8.0027 1.6585 7.1730 0.256 -0.174 -0.211 -0.264
H 4.7479 0.8605 2.8173 -0.064 -0.037 -0.124 0.111
C 9.4413 -3.5201 7.6943 -0.026 -0.019 0.079 -0.111
H -1.2446 1.4666 3.0541 -1.244 -0.191 -0.851 0.130
C -4.6953 4.9831 -7.3557 0.112 -0.246 -0.226 -0.277
C -3.6934 0.2494 -5.4311 0.200 -0.168 0.092 -0.272
H -5.7808 0.6712 -0.8048 1.437 0.602 0.317 0.092
N -3.8730 8.2036 -8.4338 -1.151 -1.533 0.964 0.135
N -0.3788 -2.1683 1.0097 -0.981 -0.566 0.240 0.136
H 8.6911 -2.8282 7.3038 0.082 -0.022 -0.035 0.053
H -4.4500 -1.2916 -10.5172 0.109 0.043 -0.095 0.113
H -1.7965 2.0323 0.1183 0.421 -1.115 0.766 0.128
C -1.3363 1.3156 0.8635 0.027 0.684 0.518 -0.161
H 4.6507 -5.3302 -4.1267 -0.056 -0.035 0.060 0.074
H 3.7847 -1.9164 3.6953 -0.008 0.044 -0.067 0.069
H 3.5317 -3.2134 -3.4841 -0.059 0.005 0.127 0.112
C -6.9460 2.1648 5.5931 -0.246 0.562 -1.095 -0.200
H 8.0803 2.5267 6.5120 -0.053 0.007 0.140 0.113
H 6.5555 2.5975 8.4826 -0.162 -0.078 -0.059 0.115
H -6.3558 6.3370 -7.7058 0.097 0.085 -0.026 0.118
C -5.3680 6.3533 -7.2393 0.633 0.333 -0.241 -0.186
H 8.8058 1.7433 7.9101 -0.139 0.077 0.042 0.110
C 8.2131 0.3906 6.3516 0.049 0.100 0.027 -0.129
H -3.7198 5.0067 -6.8597 -0.099 0.065 0.046 0.111
H -5.4631 4.4873 -9.3256 0.050 0.043 0.014 0.080
H -3.7754 0.1576 -3.2625 -0.016 0.054 -0.051 0.042
C 5.5404 1.6104 6.9045 -1.086 -0.070 -0.567 -0.202
H -5.1252 1.3335 -6.6382 -0.042 0.099 0.111 0.106
H -5.3053 4.2418 -6.8310 -0.040 0.138 0.052 0.092
H -4.3121 1.9783 6.1491 -0.066 -0.019 0.019 0.062
N 2.8547 -2.7097 0.8135 0.336 2.154 0.668 0.155
C 6.6555 1.6794 7.8995 -0.328 0.111 -0.640 -0.179
H 2.0291 -4.9159 -1.4166 -0.079 0.055 -0.068 0.116
C -3.3980 -1.5660 -10.3951 -0.150 -0.264 0.202 -0.264
H 6.5749 0.8323 8.5850 -0.103 0.027 -0.098 0.118
N -6.9102 2.8151 4.6257 0.026 -1.202 1.816 0.146
H -6.3817 2.0309 1.6042 1.160 -0.622 0.345 0.100
H -2.1671 -2.4961 -8.8659 -0.073 0.011 0.028 0.081
N 0.1189 -4.1799 -3.8674 1.599 0.145 1.424 0.127
H -2.5052 1.2225 -3.8945 -0.026 -0.042 -0.012 0.079
H 0.6164 -2.2303 1.2806 -0.800 -0.158 -0.318 0.081
H -0.8454 -2.8805 0.4306 0.950 0.436 0.215 0.137
H 2.5415 0.3213 1.7693 -0.017 -0.117 -0.037 0.108
H 5.4072 -0.6709 2.2570 -0.083 0.098 -0.094 0.118
C -2.5133 -0.3362 -10.6150 -0.406 0.370 0.468 -0.172
H -4.1532 1.6399 -0.8717 -0.902 -0.718 0.718 0.090
H -2.6753 0.0704 -11.6156 0.054 0.122 0.133 0.118
C -4.4521 1.3573 7.0379 0.082 -0.007 0.023 -0.119
N -1.2755 -0.0599 0.2944 0.163 -0.248 2.363 0.054
H -3.6230 1.5702 7.7158 -0.044 -0.061 -0.054 0.075
C -5.3392 1.8009 1.9670 1.971 0.199 0.203 -0.043
H -2.3908 -1.9517 2.6916 1.224 -0.176 0.345 0.164
H 2.0093 -3.1508 -1.5138 -0.118 -0.123 -0.045 0.070
H -5.2968 1.5371 3.0744 -0.379 0.422 -1.540 0.060
C 3.9936 -0.8557 3.8596 -0.016 -0.098 0.018 -0.122
C -4.5946 0.6742 1.1483 -0.921 -0.492 -1.029 -0.322
H -3.3411 0.0804 3.6589 1.217 0.061 -1.011 0.153
C 3.6677 -5.3483 -3.6515 0.052 -0.020 -0.043 -0.110
C 3.4548 -4.0840 -2.8259 0.270 -0.139 -0.195 -0.270
C -1.1665 -1.0904 1.3144 -1.610 0.200 1.069 -0.200
H -4.1968 2.3588 -5.5364 -0.127 -0.033 0.038 0.107
C -4.6928 1.3903 -5.6368 -0.573 -0.381 0.582 -0.189
H -3.4887 -1.5077 -8.2186 0.057 0.013 -0.053 0.053
H 10.2506 -2.9349 8.1402 -0.068 -0.018 -0.012 0.080
H -3.8349 -3.0842 -8.9185 0.080 0.038 -0.004 0.076
C -4.5276 7.3937 -7.9104 0.472 1.046 -0.479 -0.221
C -2.8672 0.0461 2.6196 -1.246 0.297 1.349 -0.313
C 9.9719 -4.4461 6.6052 -0.174 -0.027 0.290 -0.267
C 9.7429 -2.7404 4.8196 -0.551 0.853 -0.731 -0.204
C -2.8412 0.7164 -9.6036 -0.048 1.025 0.680 -0.170
N -1.8557 -1.0773 2.5763 0.302 1.596 -4.408 0.154
C 3.4546 -0.1949 1.4607 0.214 -0.702 -0.099 -0.173
H 11.5409 -3.1357 5.8740 -0.093 0.055 -0.085 0.119
C -2.0701 1.3637 2.2680 0.789 0.420 0.748 -0.113
C -5.7994 1.2925 -4.6207 -1.316 0.185 0.940 -0.206
H -4.1921 -0.1853 -0.8861 -0.623 1.171 0.723 0.067
H 3.0818 -0.3779 4.2294 0.099 0.000 0.054 0.071
N -3.9267 -0.3449 1.6439 1.354 2.926 -1.562 0.067
H -1.4571 -0.6011 -10.5240 -0.056 0.118 0.073 0.121
H -5.8505 1.0550 8.6374 -0.120 0.042 -0.073 0.112
H 4.2573 -4.0012 -2.0881 -0.148 0.069 0.053 0.107
C 0.9903 -4.1310 -3.0937 -1.103 -0.074 -0.615 -0.225
N 4.6741 1.5525 6.1267 1.592 0.129 1.336 0.141
H -3.1692 -2.3102 -11.1623 0.020 0.152 -0.034 0.111
N 9.0053 -1.9981 4.3057 1.290 -1.414 0.959 0.145
H -7.9182 1.5411 7.3707 0.001 0.008 -0.181 0.119
C -4.5043 4.5350 -8.8007 0.058 -0.165 -0.050 -0.113
H -2.9164 0.3096 -6.1974 -0.175 0.100 -0.057 0.093
H -4.7384 2.7681 1.8401 -0.933 -1.099 0.153 0.093
C 10.6881 -3.6942 5.4805 -0.658 0.286 -0.221 -0.179
H -6.9942 0.2740 6.5540 -0.031 0.099 -0.090 0.118
N -6.6658 1.2227 -3.8351 2.110 0.097 -1.719 0.128
H -4.0485 3.5422 -8.8335 -0.153 0.254 0.010 0.010
C -5.7841 1.6476 7.7214 0.317 0.033 0.067 -0.265
H 2.9246 -5.4397 -4.4472 -0.007 -0.002 0.087 0.071
H 3.8494 0.3136 0.5781 -0.141 -0.143 -0.048 0.120
H 7.4691 0.2982 5.5572 0.038 -0.038 0.060 0.059
H -2.6730 2.3158 2.3401 0.413 -1.341 0.030 0.110
C -3.2075 -2.1963 -9.0194 -0.012 -0.072 0.009 -0.106
H -2.3148 -0.5365 -3.9633 -0.009 0.070 -0.016 0.075
H 8.9653 -4.1005 8.4875 0.067 0.050 -0.025 0.075
H 11.0605 -4.3992 4.7341 -0.035 0.168 -0.052 0.116
H -3.8454 5.2129 -9.3486 -0.096 0.049 0.051 0.074
H 9.1388 -5.0227 6.1927 0.133 0.009 -0.060 0.113
N -3.0982 1.5368 -8.8160 0.497 -1.788 -1.323 0.159
H 10.6666 -5.1612 7.0535 0.016 0.035 -0.144 0.110
H 8.1547 -0.5004 6.9831 0.001 0.036 -0.070 0.060
H -0.2628 1.6582 1.0061 -1.330 -0.381 -0.217 0.123
H -5.8090 2.7003 8.0171 -0.106 -0.096 -0.005 0.116
```
Forces are in eV/Å.


[2]
C32H44N4O4 in the gas phase, computed with wB97M-V/def2-TZVPD.

Output
structure (SMILES)	Cc1ccc(NC(=O)[C@@H]2[C@H]3C(=O)N(CCCN4CCC[C@@H](C)C4)[C@H](C(=O)NC4CCCCC4)[C@]34C=C[C@H]2O4)cc1
total charge	0
gap between HOMO and LUMO	8.574	eV
calculated total energy	-48050.461	eV
energy above the lowest of the compared OMol25 structures with the same formula, charge and spin	13.28	kJ/mol

Geometry as XYZ:
```
84
Properties=species:S:1:pos:R:3:forces:R:3:lowdin_charge:R:1
C -0.6676 2.9758 0.6894 0.026 -0.115 -0.151 -0.089
C 0.3338 2.5254 -1.4418 0.221 -0.323 0.224 -0.333
H -1.0854 -1.8677 -1.6644 0.066 -0.084 0.073 0.102
H 0.7147 -0.5210 -1.2941 -0.044 0.057 -0.112 0.132
H -2.9055 -0.0126 -2.5355 0.020 0.083 -0.090 0.127
H -4.5818 -5.1609 -1.1415 -0.067 -0.056 0.012 0.113
C -1.5749 -4.0442 0.1475 -0.264 0.016 -0.010 -0.066
H -0.3932 -0.9574 -3.9713 0.033 -0.019 -0.128 0.102
H 2.5687 -1.3906 0.2670 -0.087 0.020 0.075 0.122
H -0.1219 2.0933 -3.5147 0.096 -0.113 0.067 0.176
H -1.7526 3.0071 0.8097 0.037 -0.007 0.035 0.160
C 1.3506 0.6933 -2.7992 -0.547 0.094 0.081 -0.453
O -0.5151 3.6710 -1.5106 -0.348 -0.252 -0.319 0.015
C 3.4498 -3.5615 -2.0861 -0.210 -0.116 0.249 -0.196
C -1.5061 -2.2285 -2.6042 0.012 0.250 -0.448 -0.205
C -1.9773 0.2031 -3.0696 -0.146 -0.316 -0.223 -0.117
C -0.4800 5.6224 6.1250 0.075 -0.074 -0.030 -0.049
H -1.8570 -5.1821 -2.5120 0.066 -0.039 -0.057 0.099
H -4.4292 -3.6908 -3.2275 -0.012 -0.051 -0.095 0.122
C -0.1992 4.1680 -0.2295 0.104 0.165 0.445 -0.224
H -1.6819 5.6881 4.3602 -0.092 0.051 -0.053 0.109
H 3.5716 -0.0589 -0.3173 -0.080 0.049 0.029 0.116
C 4.1205 -3.4497 -0.7205 0.235 0.077 -0.226 -0.208
H 1.5715 2.9209 4.3123 0.012 -0.022 -0.024 0.099
H 0.4912 1.1836 0.3375 -0.083 -0.003 -0.099 0.157
C -3.3369 -3.7450 -3.1605 0.106 -0.224 -0.097 -0.186
H -4.4612 -2.5580 -1.0832 -0.020 0.035 0.087 0.126
H 4.9689 -1.9258 0.5510 0.084 0.044 -0.028 0.110
C 4.5103 -2.0024 -0.4363 -0.214 -0.123 0.248 -0.197
H 5.2444 -1.6726 -1.1744 0.092 0.036 -0.010 0.117
C -0.8310 5.2321 4.8481 0.031 -0.093 -0.084 -0.027
C 0.0918 1.5551 -2.5857 0.156 0.287 -0.081 -0.078
H -2.9917 -1.7794 -0.4948 -0.074 0.000 -0.018 0.100
C 0.9970 3.6772 4.8190 0.071 -0.161 -0.153 -0.004
C -0.2415 1.8008 -0.1888 -0.181 0.113 -0.047 -0.067
H 2.1878 3.6220 6.5813 0.101 -0.047 0.042 0.113
C 0.9769 5.4591 8.1653 -0.056 -0.071 0.033 -0.056
H -0.8951 -3.0751 -2.9465 0.038 -0.002 0.148 0.112
C 3.2851 -1.0955 -0.5043 0.281 0.062 -0.309 -0.145
C 1.3364 4.0782 6.0975 -0.184 0.192 0.054 -0.037
C 1.3172 4.1419 -0.2383 -0.024 0.078 -0.310 0.015
C -0.0958 4.2547 4.1825 0.153 0.048 0.312 -0.219
H -1.2793 -3.1540 0.6996 0.116 0.091 0.055 0.079
H -1.3081 4.4137 2.5545 0.135 -0.184 -0.051 0.145
O 0.9917 2.2843 2.2834 0.178 -0.077 0.173 0.087
N 1.4637 -0.3346 -1.9429 0.028 -0.265 0.275 0.134
H 5.0069 -4.0857 -0.6898 -0.018 -0.061 0.070 0.108
O 2.1736 0.9763 -3.6421 0.295 0.255 -0.297 0.081
H -1.0616 6.3823 6.6266 -0.053 0.084 0.045 0.111
C -3.0434 -3.9448 -0.2612 -0.067 0.063 -0.104 -0.346
H 3.1552 -4.5958 -2.2741 0.043 -0.005 -0.084 0.110
C 0.0392 2.9917 2.0381 -0.398 -0.122 -0.385 -0.421
H 3.4315 -3.7985 0.0522 -0.020 -0.060 0.068 0.114
H -1.4246 -4.9095 0.7915 0.074 -0.076 0.047 0.078
H -2.0240 -1.3786 -4.5106 0.022 -0.049 -0.086 0.114
H -2.1795 0.9172 -3.8745 -0.039 0.000 0.086 0.130
N -0.4988 3.9058 2.8850 -0.300 0.348 0.049 0.142
H -3.6367 -3.9264 0.6606 -0.003 0.025 -0.047 0.134
C -3.4896 -5.1514 -1.0961 0.145 0.039 0.053 -0.176
H -3.1681 -6.0782 -0.6144 -0.082 -0.036 0.029 0.110
C -1.4245 -1.1014 -3.6434 -0.005 0.014 0.299 -0.133
H -3.3460 -5.9057 -3.1148 0.060 -0.043 -0.041 0.109
H 0.6608 6.4796 8.3684 0.020 0.067 0.069 0.075
H 2.6130 2.7301 -1.2806 0.336 -0.094 0.035 0.122
H 2.0505 5.3833 8.3210 0.063 0.034 0.067 0.076
H 1.4913 -2.9762 -1.4085 -0.127 -0.024 0.040 0.111
N -1.0754 0.8256 -2.1276 0.144 0.018 -0.308 -0.002
H -2.9328 -3.6725 -4.1730 -0.084 0.011 -0.042 0.117
C 0.6101 5.0521 6.7710 0.054 0.008 -0.012 -0.289
C -1.3457 0.9549 -0.8062 0.232 0.293 0.406 -0.399
H -0.9239 -4.1505 -0.7157 0.155 0.002 -0.102 0.055
C 2.2230 -2.6566 -2.1551 0.303 0.135 -0.255 -0.150
C -3.3697 -2.6505 -1.0327 -0.070 -0.126 0.398 -0.158
H 0.4859 4.8040 8.8859 0.012 0.014 0.114 0.083
H 1.7582 -2.7257 -3.1405 -0.100 0.020 0.011 0.116
H 1.9387 4.8061 0.3275 0.258 0.073 0.167 0.118
C -2.9442 -5.0826 -2.5209 -0.186 0.184 0.004 -0.176
C 1.6519 3.1252 -1.0233 -0.174 0.226 -0.174 0.057
N -2.8909 -2.5996 -2.3975 -0.003 0.070 0.091 -0.163
H 3.3065 -0.8551 -2.6540 -0.055 -0.056 0.092 0.155
H 4.1578 -3.2680 -2.8638 0.049 -0.032 -0.082 0.117
O -2.2861 0.4601 -0.2249 -0.312 -0.105 0.195 0.086
C 2.6196 -1.2065 -1.8772 -0.005 -0.098 0.136 -0.304
H -0.6826 5.1228 -0.0405 -0.009 -0.010 -0.017 0.156
```
Forces are in eV/Å.


[3]
C5H6O2 as an isolated structure, computed with wB97M-V/def2-TZVPD.

Output
total charge	0
gap between HOMO and LUMO (spin up / spin down)	7.073 / 7.072	eV
calculated total energy	-9370.467	eV
energy above the lowest of the compared OMol25 structures with the same formula, charge and spin	639.54	kJ/mol

Geometry as XYZ:
```
13
Properties=species:S:1:pos:R:3:forces:R:3:lowdin_charge:R:1
H 1.0722 -2.0224 -0.3686 -0.098 0.110 0.067 0.120
C 0.7958 -1.0662 0.0858 0.190 -0.037 -0.226 -0.246
O 0.2741 -1.3675 1.3534 0.021 0.250 0.175 -0.047
H 1.6879 -0.4278 0.1487 -0.118 -0.117 -0.060 0.112
C -1.5344 -0.1853 -0.4509 0.025 -0.011 -0.100 -0.072
H -0.0580 -0.6985 -1.9070 -0.011 0.019 0.136 0.129
H -2.5032 -0.6230 -0.6729 0.135 0.026 -0.010 0.144
C 0.7187 2.1248 0.1219 -0.395 -0.181 0.060 0.103
C -0.1598 1.2703 -0.0265 0.381 0.407 0.133 -0.313
H 0.3123 -0.5727 1.8999 0.015 -0.034 -0.045 0.095
C -0.2204 -0.3841 -0.8739 -0.184 -0.206 -0.119 -0.110
O -1.5099 0.8658 0.3343 0.060 -0.051 -0.037 0.069
H 1.1246 3.0864 0.3558 -0.020 -0.175 0.025 0.014
```
Forces are in eV/Å.